{
  "formula": "C22H26FMoN5SSi",
  "method": "ωB97M-V/def2-TZVPD",
  "multiplicity": 3,
  "orbital_gap_ev": [5.87, 5.97],
  "total_charge": 2,
  "homo_ev": [-13.695, -13.977],
  "s_squared": 2.03,
  "elements": ["Mo", "S", "Si", "F", "N", "N", "N", "N", "N", "C", "C", "C", "C", "C", "C", "C", "C", "C", "C", "C", "C", "C", "C", "C", "C", "C", "C", "C", "C", "C", "C", "H", "H", "H", "H", "H", "H", "H", "H", "H", "H", "H", "H", "H", "H", "H", "H", "H", "H", "H", "H", "H", "H", "H", "H", "H", "H"],
  "positions_angstrom": [[0.161, 0.173, -0.187], [-1.785, 0.917, -1.388], [2.411, 0.187, 2.255], [-1.881, -0.158, 1.401], [1.861, 0.623, -1.262], [0.669, 0.390, 1.717], [0.267, 2.224, -0.183], [-0.814, 2.991, 0.009], [-3.047, 3.099, -0.491], [-0.223, 0.781, 2.719], [1.416, 2.769, -0.408], [-2.198, 1.455, 4.628], [-2.564, 0.803, 3.459], [2.361, -1.062, 3.656], [2.361, 1.876, -1.008], [1.416, -3.577, -0.738], [2.570, -0.169, -2.094], [1.014, -3.369, 0.579], [3.611, 2.274, -1.471], [-0.861, 1.768, 4.843], [0.734, -2.967, -1.782], [3.114, 1.887, 2.679], [-0.844, -2.026, -0.200], [3.469, -0.507, 0.851], [-1.879, 2.477, -0.537], [0.106, 1.448, 3.909], [-0.108, -2.601, 0.850], [-1.575, 0.496, 2.563], [4.336, 1.429, -2.285], [-0.382, -2.173, -1.523], [3.781, 0.196, -2.628], [1.558, 3.838, -0.316], [1.549, -3.851, 1.387], [-1.000, -1.835, -2.347], [1.574, -1.807, 3.530], [2.207, -0.593, 4.627], [-1.881, -1.763, -0.028], [2.497, 2.702, 2.297], [-3.845, 2.747, -0.993], [-2.949, 1.723, 5.358], [3.318, -1.587, 3.700], [2.969, -1.187, 0.166], [-0.479, -2.524, 1.864], [4.295, -0.475, -3.301], [3.972, 3.260, -1.211], [2.251, -4.231, -0.953], [3.211, 2.031, 3.757], [-3.591, 0.533, 3.249], [4.116, 1.986, 2.257], [3.944, 0.288, 0.274], [2.141, -1.131, -2.317], [-0.567, 2.274, 5.753], [4.277, -1.074, 1.319], [-3.105, 4.016, -0.074], [5.305, 1.720, -2.668], [1.130, 1.738, 4.096], [1.026, -3.168, -2.805]],
  "forces_ev_per_angstrom": [[-0.91, -0.52, 1.42], [0.12, 0.06, 0.12], [0.28, 0.06, -0.04], [-0.07, 0.16, -0.20], [0.81, 0.49, -0.57], [0.57, -0.35, -0.94], [0.56, 0.80, -0.63], [-0.32, 0.75, 0.61], [-0.05, 0.13, 0.00], [-0.63, 0.20, 0.47], [-0.68, 0.11, 0.31], [0.14, 0.01, -0.07], [-0.18, -0.04, -0.02], [0.00, 0.27, -0.10], [0.48, -0.44, -0.35], [0.00, 0.10, -0.02], [-0.24, -0.08, 0.15], [0.12, 0.08, 0.01], [-0.35, 0.18, 0.18], [-0.10, 0.00, 0.07], [0.08, 0.00, -0.05], [0.05, -0.34, 0.06], [-0.14, -0.95, -0.38], [-0.08, 0.01, 0.32], [0.18, -0.57, -0.21], [0.28, -0.01, -0.21], [-0.07, -0.10, 0.01], [0.19, 0.02, 0.18], [-0.08, -0.36, -0.13], [-0.23, -0.34, -0.01], [0.30, 0.33, -0.04], [-0.01, 0.02, -0.07], [-0.02, 0.01, 0.01], [0.04, 0.11, 0.01], [0.00, 0.01, -0.08], [-0.04, 0.04, 0.00], [0.17, 0.37, -0.05], [-0.02, 0.00, -0.03], [-0.01, -0.04, 0.02], [-0.01, -0.03, 0.00], [-0.01, 0.01, -0.02], [0.00, -0.19, 0.09], [0.01, 0.07, 0.00], [-0.03, -0.04, 0.02], [0.00, 0.00, -0.03], [0.00, 0.00, 0.02], [0.02, 0.01, -0.01], [0.02, 0.00, -0.01], [-0.01, 0.01, -0.01], [-0.03, -0.08, 0.05], [-0.03, -0.05, 0.02], [0.00, 0.01, -0.02], [-0.04, 0.01, 0.07], [0.02, 0.00, 0.00], [0.00, 0.03, 0.01], [-0.06, -0.03, 0.04], [0.01, 0.06, 0.00]]
}

---

{
  "formula": "C45H45N7O4PbS5",
  "method": "ωB97M-V/def2-TZVPD",
  "orbital_gap_ev": [5.77, 6.20],
  "total_charge": 2,
  "homo_ev": [-12.687, -12.707],
  "elements": ["Pb", "S", "S", "S", "S", "S", "O", "O", "O", "O", "N", "N", "N", "N", "N", "N", "N", "C", "C", "C", "C", "C", "C", "C", "C", "C", "C", "C", "C", "C", "C", "C", "C", "C", "C", "C", "C", "C", "C", "C", "C", "C", "C", "C", "C", "C", "C", "C", "C", "C", "C", "C", "C", "C", "C", "C", "C", "C", "C", "C", "C", "C", "H", "H", "H", "H", "H", "H", "H", "H", "H", "H", "H", "H", "H", "H", "H", "H", "H", "H", "H", "H", "H", "H", "H", "H", "H", "H", "H", "H", "H", "H", "H", "H", "H", "H", "H", "H", "H", "H", "H", "H", "H", "H", "H", "H", "H"],
  "positions_angstrom": [[0.474, 0.426, 0.267], [-0.040, -2.263, 1.537], [1.463, 0.864, -3.142], [-1.559, 3.775, -0.501], [1.291, -3.347, -3.400], [4.196, -2.292, -1.898], [-1.048, 2.354, -0.663], [2.567, -3.115, -4.000], [1.526, 1.442, -1.727], [0.078, -2.849, -3.964], [-0.409, -1.289, -1.199], [0.637, -8.919, -1.687], [1.438, -2.522, -1.906], [0.308, -2.509, -1.118], [1.282, -5.032, 1.091], [2.509, -1.061, -0.427], [0.832, -4.357, 0.064], [-3.687, -0.300, -2.346], [-1.317, 4.555, -2.123], [-0.154, -5.599, -3.010], [3.408, -0.153, -4.749], [5.725, 0.468, -4.608], [4.148, 1.436, -3.071], [0.795, -7.642, -2.143], [2.160, -4.641, 2.116], [3.147, 0.698, -3.685], [0.987, 2.237, -4.217], [-0.057, 4.076, -2.832], [-2.286, -2.692, -1.890], [-0.313, 2.878, -3.741], [2.218, -5.735, -2.552], [-1.344, -0.100, 4.261], [0.442, -3.085, 0.174], [3.763, -0.689, 0.007], [5.446, 1.317, -3.544], [4.787, -1.270, -0.651], [-0.318, 4.638, 0.440], [1.916, 4.885, 1.248], [-1.016, 1.153, 3.754], [0.995, 4.190, 0.479], [2.185, -5.426, 3.267], [2.592, -1.916, -1.412], [4.710, -0.265, -5.210], [3.024, -3.560, 1.964], [1.106, -5.011, -2.979], [-0.728, 5.750, 1.162], [0.205, 6.443, 1.921], [-1.662, -1.432, -1.639], [-3.577, -2.728, -2.344], [3.895, -3.252, 2.991], [-4.285, -1.543, -2.583], [-0.310, -6.903, -2.597], [3.059, -5.101, 4.289], [1.522, 6.009, 1.963], [-1.584, 1.571, 2.561], [-2.454, 0.733, 1.862], [3.910, -4.012, 4.156], [-3.742, -1.430, 1.642], [-2.403, -0.234, -1.874], [-2.792, -0.520, 2.367], [2.064, -7.035, -2.135], [-2.227, -0.919, 3.579], [2.946, 4.556, 1.286], [-0.210, -9.409, -1.922], [6.739, 0.381, -4.974], [-2.894, 1.075, 0.932], [-1.285, -7.372, -2.639], [3.853, 0.023, 0.814], [4.580, -2.422, 2.878], [1.292, 3.319, -0.093], [4.597, -3.765, 4.954], [-0.887, 3.198, -4.613], [-0.919, -0.431, 5.200], [-2.221, 4.323, -2.690], [2.616, -0.738, -5.197], [2.927, -7.608, -1.819], [-3.307, -2.424, 1.522], [3.077, -5.700, 5.188], [4.932, -0.927, -6.036], [-0.101, 7.311, 2.487], [-1.930, 0.721, -1.677], [-1.355, 2.557, 2.176], [-5.300, -1.590, -2.954], [1.512, -6.269, 3.363], [-0.998, -5.037, -3.388], [5.844, -1.115, -0.517], [0.885, 1.777, -5.203], [-1.731, -3.599, -1.711], [-1.764, 6.066, 1.143], [-4.672, -1.546, 2.201], [0.708, 3.818, -2.102], [-1.319, 5.628, -1.926], [-4.056, -3.681, -2.527], [1.818, 2.943, -4.251], [-3.992, -1.040, 0.656], [1.453, -9.503, -1.610], [-0.924, 2.136, -3.220], [3.906, 2.093, -2.246], [6.241, 1.890, -3.087], [3.027, -2.988, 1.049], [-4.244, 0.608, -2.533], [-0.346, 1.805, 4.299], [-2.484, -1.889, 3.988], [3.202, -5.283, -2.564], [0.345, 4.899, -3.425], [1.111, -6.027, 1.002], [2.245, 6.547, 2.561]],
  "forces_ev_per_angstrom": [[0.10, 0.13, 0.01], [-0.12, 0.01, 0.07], [0.07, 0.08, 0.10], [0.07, -0.12, 0.03], [-0.06, -0.01, 0.03], [0.01, -0.10, 0.01], [-0.09, 0.04, -0.01], [0.05, 0.05, -0.02], [-0.05, -0.12, -0.16], [0.01, -0.02, -0.04], [0.09, -0.13, -0.10], [0.02, 0.00, -0.04], [0.02, -0.09, -0.07], [-0.09, 0.15, 0.11], [-0.01, -0.01, -0.01], [-0.10, 0.01, 0.00], [0.01, 0.03, -0.01], [-0.02, -0.01, 0.02], [-0.03, -0.02, 0.03], [0.00, -0.02, -0.01], [-0.02, -0.01, 0.06], [0.01, -0.01, -0.01], [0.02, 0.01, -0.02], [-0.01, -0.03, 0.02], [0.01, 0.00, 0.02], [-0.01, -0.01, -0.05], [0.00, -0.04, -0.01], [0.03, 0.05, 0.02], [0.03, 0.03, 0.05], [-0.07, -0.03, -0.04], [0.03, -0.01, -0.01], [0.00, 0.01, 0.01], [0.07, -0.11, -0.07], [0.07, 0.01, -0.02], [0.00, 0.00, 0.05], [-0.01, 0.12, -0.04], [-0.01, 0.00, 0.01], [0.00, 0.00, -0.01], [0.01, 0.00, -0.01], [-0.01, -0.01, 0.01], [0.00, 0.01, 0.01], [0.02, -0.01, 0.03], [0.02, 0.01, -0.02], [-0.01, 0.00, -0.01], [-0.01, 0.05, 0.03], [0.01, 0.00, 0.00], [0.01, 0.00, 0.00], [-0.07, 0.07, -0.07], [0.00, -0.01, 0.00], [-0.01, 0.00, 0.00], [0.01, 0.01, 0.01], [0.00, 0.01, 0.00], [0.00, 0.00, -0.01], [-0.01, 0.01, 0.01], [0.01, -0.04, -0.03], [0.02, 0.01, 0.05], [0.00, 0.00, 0.00], [0.00, -0.01, 0.01], [0.03, -0.02, 0.04], [0.02, 0.01, 0.01], [0.00, 0.02, 0.00], [-0.02, 0.01, 0.00], [0.00, -0.01, 0.00], [0.00, 0.01, 0.02], [0.00, 0.00, 0.00], [-0.03, 0.00, -0.01], [0.00, 0.00, 0.00], [0.01, 0.00, 0.01], [0.00, 0.00, 0.00], [0.00, 0.02, 0.00], [0.00, 0.00, 0.00], [0.00, -0.01, 0.00], [0.00, 0.00, 0.00], [0.00, 0.01, -0.01], [-0.03, -0.02, -0.02], [0.01, 0.00, 0.00], [0.00, 0.00, -0.01], [0.00, 0.00, 0.00], [0.00, -0.01, -0.01], [0.00, 0.00, 0.00], [-0.03, -0.03, 0.01], [0.00, 0.03, -0.01], [0.00, 0.00, 0.00], [-0.01, 0.00, 0.00], [-0.01, 0.01, 0.01], [0.01, 0.02, 0.00], [0.04, -0.01, 0.01], [-0.01, -0.01, 0.01], [-0.01, 0.00, 0.00], [0.00, 0.00, 0.00], [0.02, 0.01, 0.01], [0.00, 0.00, 0.03], [0.00, 0.00, 0.00], [0.00, 0.01, 0.02], [-0.01, 0.02, -0.05], [-0.01, 0.00, 0.01], [0.01, 0.02, -0.02], [0.01, 0.00, 0.04], [-0.01, 0.00, 0.00], [-0.01, -0.02, 0.01], [0.00, 0.00, -0.01], [0.00, 0.00, 0.00], [0.00, 0.00, 0.00], [-0.01, 0.01, 0.01], [0.00, 0.00, -0.01], [0.00, 0.00, 0.00], [0.00, 0.00, 0.00]]
}

---

{
  "formula": "C2F3NO",
  "method": "ωB97M-V/def2-TZVPD",
  "smiles": "O=C(F)N=C(F)F",
  "orbital_gap_ev": 12.09,
  "total_charge": 0,
  "homo_ev": -11.671,
  "elements": ["F", "F", "F", "O", "N", "C", "C"],
  "positions_angstrom": [[1.219, -1.947, -0.456], [0.113, 2.375, 0.576], [-0.969, 1.229, -0.875], [-0.923, -1.423, 0.058], [0.617, 0.177, 0.369], [-0.069, 1.164, 0.025], [0.218, -1.130, -0.019]],
  "forces_ev_per_angstrom": [[-1.13, 1.30, 0.77], [-0.15, -1.45, -0.65], [-0.94, 0.14, -0.79], [0.15, -1.46, -0.21], [0.71, -0.42, -0.17], [1.57, 0.52, 1.37], [-0.20, 1.36, -0.31]]
}

---

Results for DFT total energy: -1982.95388, -4609.26212, -505.80249 (in Ha, following the order of the records).